one) {"formula": "C4H7NO", "method": "ωB97M-V/def2-TZVPD", "elements": ["O", "C", "N", "C", "C", "C", "H", "H", "H", "H", "H", "H", "H"], "coordinates": [[-2.213, -0.324, 1.971], [-1.490, -0.764, 1.104], [-0.128, -0.620, 1.075], [0.521, -0.480, -0.205], [1.298, 0.785, -0.466], [-0.022, 0.578, -1.144], [-1.857, -1.354, 0.239], [0.243, -0.103, 1.861], [0.874, -1.430, -0.597], [1.354, 1.516, 0.336], [2.194, 0.746, -1.079], [-0.037, 0.423, -2.220], [-0.873, 1.146, -0.773]]}



two) {"formula": "C4H7NO", "method": "ωB97M-V/def2-TZVPD", "elements": ["C", "C", "C", "C", "O", "N", "H", "H", "H", "H", "H", "H", "H"], "coordinates": [[-1.718, -0.408, 0.359], [-0.441, -0.190, -0.388], [0.356, 1.039, -0.049], [1.398, 0.195, 0.131], [2.689, 0.535, 0.064], [0.754, -1.017, 0.062], [-2.115, -1.410, 0.195], [-1.538, -0.251, 1.426], [-2.453, 0.328, 0.015], [-0.551, -0.323, -1.474], [2.402, 1.370, -0.372], [0.092, 1.921, 0.513], [1.125, -1.790, -0.482]]}



three) {"formula": "C4H7NO", "method": "ωB97M-V/def2-TZVPD", "elements": ["C", "C", "O", "C", "C", "N", "H", "H", "H", "H", "H", "H", "H"], "coordinates": [[-0.855, -1.002, 0.460], [-0.592, 0.769, -1.041], [-0.096, 1.473, -0.068], [1.072, 0.850, 0.465], [0.832, -0.693, 0.245], [1.612, -1.519, -0.145], [-1.337, -0.286, 1.134], [-1.552, -1.264, -0.345], [-0.689, -1.932, 1.005], [-1.595, 1.039, -1.350], [0.075, 0.232, -1.713], [1.183, 1.212, 1.490], [1.940, 1.120, -0.136]]}



four) {"formula": "C4H7NO", "method": "ωB97M-V/def2-TZVPD", "elements": ["C", "C", "C", "N", "C", "O", "H", "H", "H", "H", "H", "H", "H"], "coordinates": [[1.721, 0.288, 0.077], [0.316, 0.006, -0.386], [-0.486, -1.109, 0.208], [-1.809, -0.857, -0.128], [-1.924, 0.425, -0.307], [-0.666, 1.070, 0.163], [2.088, 1.251, -0.301], [1.789, 0.268, 1.172], [2.370, -0.507, -0.319], [0.182, 0.117, -1.481], [-0.151, -2.146, 0.216], [-0.559, 0.404, 1.133], [-2.807, 1.036, -0.148]]}



one) ends up most stable, edging out the next structure by 0.0595 hartree.



one) {"formula": "C4H7NO", "method": "ωB97M-V/def2-TZVPD", "elements": ["C", "C", "O", "C", "C", "N", "H", "H", "H", "H", "H", "H", "H"], "coordinates": [[2.102, -0.321, -0.001], [0.190, 0.898, 0.622], [0.718, -0.133, -0.162], [-2.590, -0.754, -0.784], [-1.864, 0.115, -0.126], [-1.245, 0.959, 0.509], [2.441, -0.895, -0.865], [2.648, 0.633, 0.022], [2.334, -0.882, 0.917], [0.590, 1.872, 0.298], [0.422, 0.765, 1.691], [-2.959, -1.640, -0.282], [-2.787, -0.616, -1.840]]}



two) {"formula": "C4H7NO", "method": "ωB97M-V/def2-TZVPD", "elements": ["C", "C", "O", "C", "C", "N", "H", "H", "H", "H", "H", "H", "H"], "coordinates": [[0.767, -1.217, 1.409], [0.294, -0.737, 0.054], [-0.503, 0.422, 0.249], [-1.058, 0.915, -0.932], [-0.035, 1.404, -1.890], [0.774, 1.765, -2.633], [-0.084, -1.476, 2.045], [1.401, -2.101, 1.295], [1.347, -0.434, 1.907], [-0.303, -1.513, -0.453], [1.149, -0.495, -0.596], [-1.708, 1.751, -0.662], [-1.666, 0.156, -1.448]]}



three) {"formula": "C4H7NO", "method": "ωB97M-V/def2-TZVPD", "elements": ["O", "C", "C", "N", "C", "C", "H", "H", "H", "H", "H", "H", "H"], "coordinates": [[1.057, -0.008, -2.971], [0.704, -0.360, -1.853], [0.952, 0.336, -0.635], [0.247, -0.193, 0.594], [-1.183, -0.432, 0.708], [-0.515, 0.653, 1.480], [0.178, -1.341, -1.711], [1.186, 1.395, -0.595], [1.318, -0.551, 0.418], [-1.474, -1.351, 1.208], [-1.755, -0.155, -0.174], [-0.649, 1.676, 1.136], [-0.332, 0.526, 2.543]]}



two) ends up most stable, edging out the next structure by 0.0435 hartree.



one) {"formula": "C4H7NO", "method": "ωB97M-V/def2-TZVPD", "elements": ["O", "C", "N", "C", "C", "C", "H", "H", "H", "H", "H", "H", "H"], "coordinates": [[2.803, -1.497, -0.319], [1.714, -0.984, -0.470], [1.174, -0.058, 0.380], [-0.043, 0.660, 0.149], [-1.339, 0.357, 0.852], [-1.197, 0.096, -0.625], [1.051, -1.227, -1.322], [1.853, 0.411, 0.962], [0.135, 1.718, -0.017], [-1.390, -0.516, 1.498], [-1.919, 1.211, 1.189], [-1.660, 0.771, -1.338], [-1.181, -0.944, -0.939]]}



two) {"formula": "C4H7NO", "method": "ωB97M-V/def2-TZVPD", "elements": ["C", "C", "N", "C", "C", "O", "H", "H", "H", "H", "H", "H", "H"], "coordinates": [[-0.849, 1.224, -1.439], [-0.180, 0.284, -0.491], [-0.620, -0.831, -0.112], [0.174, -1.666, 0.756], [1.641, 0.424, 1.053], [1.121, 0.680, -0.144], [-1.040, 2.182, -0.946], [-1.791, 0.796, -1.786], [-0.196, 1.419, -2.296], [-0.333, -1.791, 1.717], [0.310, -2.646, 0.295], [1.201, -1.279, 0.962], [0.802, 0.509, 1.797]]}



three) {"formula": "C4H7NO", "method": "ωB97M-V/def2-TZVPD", "elements": ["C", "C", "N", "C", "C", "O", "H", "H", "H", "H", "H", "H", "H"], "coordinates": [[2.064, -0.294, 0.061], [0.622, -0.145, 0.375], [0.101, 0.965, 0.710], [-1.212, 0.929, 0.068], [-1.511, -0.559, -0.125], [-0.187, -1.127, -0.115], [2.659, 0.385, 0.669], [2.091, 0.072, -0.973], [2.452, -1.311, 0.078], [-1.984, 1.504, 0.581], [-1.020, 1.380, -0.915], [-1.958, -0.802, -1.091], [-2.116, -0.997, 0.677]]}



three) ends up most stable, edging out the next structure by 0.0044 hartree.



one) {"formula": "C4H7NO", "method": "ωB97M-V/def2-TZVPD", "elements": ["C", "C", "C", "N", "C", "O", "H", "H", "H", "H", "H", "H", "H"], "coordinates": [[-0.730, 1.238, -0.586], [-0.027, 0.088, 0.096], [-0.675, -0.621, 1.248], [-0.409, -1.251, -0.304], [1.466, 0.148, 0.142], [2.191, -0.816, -0.002], [-0.393, 1.385, -1.618], [-1.809, 1.063, -0.585], [-0.549, 2.159, -0.024], [0.097, -1.142, 1.833], [-1.389, -1.474, -0.211], [0.349, -1.927, -0.364], [1.879, 1.149, 0.374]]}



two) {"formula": "C4H7NO", "method": "ωB97M-V/def2-TZVPD", "elements": ["C", "C", "O", "N", "C", "C", "H", "H", "H", "H", "H", "H", "H"], "coordinates": [[-0.910, -1.321, -0.014], [0.522, -0.964, -0.305], [1.186, -1.555, -1.122], [1.083, 0.132, 0.349], [0.349, 1.226, 0.910], [0.393, 1.157, -0.557], [-1.391, -1.471, -0.979], [-0.861, -2.263, 0.528], [-1.472, -0.588, 0.575], [1.046, 1.917, 1.357], [-0.595, 1.108, 1.437], [1.103, 1.657, -1.191], [-0.560, 0.948, -1.065]]}



two) ends up most stable, edging out the next structure by 0.0668 hartree.



one) {"formula": "C4H7NO", "method": "ωB97M-V/def2-TZVPD", "elements": ["C", "C", "C", "C", "H", "H", "H", "H", "H", "H", "H", "N", "O"], "coordinates": [[-0.712, -1.152, 0.200], [-0.608, 1.200, -0.148], [0.602, 0.747, 0.310], [0.599, -0.624, -0.445], [-1.090, -2.034, -0.389], [-0.383, -1.333, 1.202], [-0.567, 1.677, -1.173], [-1.220, 1.791, 0.428], [0.306, 0.531, 1.400], [2.339, -0.288, 0.528], [0.437, -0.462, -1.531], [1.814, -0.021, -0.198], [-1.517, -0.032, -0.184]]}



two) {"formula": "C4H7NO", "method": "ωB97M-V/def2-TZVPD", "elements": ["C", "C", "N", "C", "C", "O", "H", "H", "H", "H", "H", "H", "H"], "coordinates": [[-0.774, 0.128, 1.450], [-0.131, 0.811, 0.261], [1.281, 0.630, 0.127], [0.524, 0.094, -0.965], [0.201, -1.312, -1.169], [-0.203, -1.728, -2.233], [-0.358, -0.876, 1.572], [-1.856, 0.072, 1.314], [-0.591, 0.642, 2.406], [-0.726, 1.376, -0.442], [1.840, 1.417, -0.166], [0.532, 0.684, -1.891], [0.261, -1.939, -0.264]]}



two) ends up most stable, edging out the next structure by 0.1248 hartree.



one) {"formula": "C4H7NO", "method": "ωB97M-V/def2-TZVPD", "elements": ["O", "C", "C", "N", "C", "C", "H", "H", "H", "H", "H", "H", "H"], "coordinates": [[0.598, -0.714, 2.358], [0.983, -0.150, 1.230], [-0.445, -1.158, -0.783], [-0.280, 0.172, -0.703], [-0.236, 0.613, 0.697], [0.070, 1.016, -1.653], [1.355, -1.216, 2.698], [-0.271, -1.653, -1.730], [-1.013, -1.633, 0.004], [-0.072, 1.694, 0.763], [-1.189, 0.363, 1.181], [0.164, 0.636, -2.661], [0.336, 2.029, -1.400]]}



two) {"formula": "C4H7NO", "method": "ωB97M-V/def2-TZVPD", "elements": ["C", "C", "N", "C", "C", "O", "H", "H", "H", "H", "H", "H", "H"], "coordinates": [[0.922, 1.338, -0.841], [0.267, 0.171, -0.215], [-0.523, -0.763, -0.678], [-0.649, -1.578, 0.488], [0.428, -0.802, 1.066], [1.215, -0.785, 1.971], [0.328, 1.771, -1.652], [1.896, 1.029, -1.244], [1.113, 2.114, -0.093], [-1.388, 0.802, 1.000], [-1.048, -0.794, -1.542], [-0.927, -2.619, 0.493], [-1.634, 0.115, 1.248]]}



two) ends up most stable, edging out the next structure by 0.0144 hartree.